No. 1
DFT (ωB97M-V with the def2-TZVPD basis set) results for the ion C6H11N2S with charge +1 in a non-equilibrium geometry.

Results
- SMILES: C1CC2=C(C[NH2+]1)SNC2
- Net charge: +1
- HOMO level: -11.0284 eV
- ΔE to the lowest compared entry with this formula, charge and spin: 3.500 eV

```
20
C6H11N2S (ωB97M-V with the def2-TZVPD basis set)
C 0.78851 0.51272 0.10902
C 1.10834 -0.77705 -0.06888
C -0.59330 1.09373 0.04954
C 1.98906 1.44683 0.05058
C 0.13857 -1.98426 -0.06672
C -1.58885 -0.04656 -0.19359
N 3.20175 0.71395 0.15719
N -1.22024 -1.42191 0.33829
S 2.88874 -0.97147 -0.03538
H -0.76400 1.58831 0.93456
H -0.78504 1.86751 -0.70607
H 1.72449 2.10740 -0.94779
H 2.13601 2.24157 0.92986
H -0.09632 -2.30489 -1.10785
H 0.57954 -2.62228 0.70357
H -2.64900 0.00863 0.09041
H -1.55440 -0.30986 -1.32631
H 3.82202 1.14457 -0.50823
H -1.83218 -2.19572 0.18553
H -1.09174 -1.49559 1.30473
```



No. 2
DFT (ωB97M-V with the def2-TZVPD basis set) results for a cluster of 2 separate species, C6H11N2S in total in a non-equilibrium geometry.

Results
- Net charge: +1
- HOMO level: -12.7938 eV
- ΔE to the lowest compared entry with this formula, charge and spin: 2.882 eV

```
20
C6H11N2S (ωB97M-V with the def2-TZVPD basis set)
C -2.11344 -0.36308 1.05885
C -1.73125 0.74002 0.13211
C -1.30485 -1.41531 0.98899
C -0.49327 0.08551 -0.52322
C -0.37250 1.25132 0.61832
C -0.25883 -1.17410 0.04623
N 0.04490 2.44824 0.38319
N 0.80163 -1.98273 -0.02015
S 2.82067 0.04036 -1.58240
H -3.03910 -0.36965 1.69953
H -2.45186 1.30545 -0.35838
H -1.25653 -2.18622 1.64122
H -0.15321 0.40039 -1.41760
H -0.07377 0.71008 1.50909
H 0.97831 2.87538 0.55037
H -0.50748 3.02805 -0.23951
H 1.67848 -1.76753 -0.61684
H 0.57335 -2.93183 0.17855
H 3.68554 -0.74541 -1.21030
H 3.17318 0.05105 -2.83805
```



No. 3
DFT (ωB97M-V with the def2-TZVPD basis set) results for the molecule C6H11N3 in a non-equilibrium geometry.

Results
- HOMO level (alpha / beta): -6.7229 / -6.7141 eV
- ΔE to the lowest compared entry with this formula, charge and spin: 4.461 eV

```
20
C6H11N3 (ωB97M-V with the def2-TZVPD basis set)
C -1.12104 1.51702 -0.19143
C -1.24455 0.03670 0.02895
N -2.14365 -0.60145 -0.73672
N -0.99352 -0.57704 1.25372
H -2.24026 -1.59942 -0.63239
H -2.54672 -0.15946 -1.54676
H -1.66046 -0.42288 2.01236
H -0.85370 1.75001 -1.22272
H -2.08870 1.98644 0.02456
H -0.38473 1.94177 0.48483
C 2.18086 0.51723 -0.33305
C 1.09011 -0.45712 0.00708
C 1.04993 -1.68386 -0.54177
C 0.45484 -0.27352 1.55441
N 1.00892 0.14531 2.53008
H 1.77719 1.44144 -0.75585
H 2.72818 0.78300 0.57338
H 2.88936 0.09332 -1.04784
H 1.85208 -2.06710 -1.16451
H 0.24590 -2.37038 -0.29632
```



No. 4
DFT (ωB97M-V with the def2-TZVPD basis set) results for the molecule C6H11N3 in a non-equilibrium geometry.

Results
- SMILES: NC[C@@H]1[C@@H]2CCC=NN12
- HOMO level: -8.9974 eV
- ΔE to the lowest compared entry with this formula, charge and spin: 3.055 eV

```
20
C6H11N3 (ωB97M-V with the def2-TZVPD basis set)
C -1.78085 -0.21109 0.55700
C -0.97306 -0.98487 -0.53962
C 0.56243 -1.16286 -0.53956
C 1.36105 -0.70618 0.61948
C 2.08955 0.53771 0.19133
C 1.06353 1.49401 -0.18729
H -3.16926 0.57470 -0.65922
H -2.03833 1.60109 -0.13282
H -2.30845 -1.01523 1.07378
H -1.04245 0.11903 1.32525
H -1.59184 -1.71793 -1.14403
H 1.02850 -1.99015 -1.03659
H 2.12090 -1.51851 0.89269
H 0.64763 -0.62116 1.49153
H 2.65251 0.19998 -0.71202
H 2.80395 1.04169 0.87165
H 1.17921 2.50312 0.07497
N -2.66683 0.86628 0.17661
N 0.07336 1.18898 -0.93945
N -0.01155 -0.19863 -1.38371
```



Number 1: DFT total energy -20206.653 eV. Number 2: DFT total energy -20207.270 eV. Number 3: DFT total energy -10866.358 eV. Number 4: DFT total energy -10867.764 eV.